Version 1
DFT (ωB97M-V/def2-TZVPD) results for C5H9N3 as an isolated structure.

Geometry as XYZ:
```
17
Properties=species:S:1:pos:R:3
C 1.877 0.299 -0.659
C 1.868 -1.066 -0.062
C -1.348 -0.172 0.692
C -2.615 0.207 -0.032
C -3.764 0.487 -0.475
H 2.000 2.555 -0.231
H 1.865 1.271 1.500
H 2.618 0.356 -1.557
H 0.750 0.521 -0.841
H 2.778 -1.678 -0.036
H -1.137 -1.710 -0.348
H -0.606 0.615 0.994
H -1.721 -0.629 1.780
H -4.832 0.111 -0.732
N 2.100 1.427 0.211
N 0.764 -1.654 0.108
N -0.597 -0.939 -0.310
```

Values from the calculation:
HOMO-LUMO gap: 8.8813 eV
HOMO: -8.310 eV

***

Version 2
DFT (ωB97M-V/def2-TZVPD) results for a single C5H9N3 molecule.

Geometry as XYZ:
```
17
Properties=species:S:1:pos:R:3
C -1.151 -1.157 0.369
C -1.474 1.146 0.088
C 0.064 0.720 -0.186
C 1.462 -0.955 0.022
C -0.017 -0.751 -0.520
H -1.445 -2.004 -0.138
H -0.599 -1.092 1.361
H -3.166 -0.316 0.144
H -1.377 1.584 1.075
H -1.911 1.920 -0.523
H 2.994 0.377 0.454
H 1.857 -1.766 -0.554
H 1.481 -1.526 1.067
H -0.578 -0.452 -1.560
N -2.033 -0.123 -0.081
N 1.267 1.270 0.090
N 2.115 0.176 -0.004
```

Values from the calculation:
HOMO-LUMO gap: 8.6622 eV
HOMO: -7.607 eV

***

Most stable structure: version 2

***

Version 1
DFT (ωB97M-V/def2-TZVPD) results for a single C5H9N3 molecule.

Geometry as XYZ:
```
17
Properties=species:S:1:pos:R:3
C 0.830 0.002 -1.082
C 1.146 0.844 0.153
C 0.373 0.686 1.382
C 0.117 1.863 0.505
C -1.446 -1.404 0.221
N -0.593 0.060 -1.290
N -0.965 0.984 0.945
N -1.410 -0.022 -0.210
H 1.214 0.341 -2.116
H 1.151 -0.961 -0.896
H 2.327 1.053 0.250
H 0.652 0.768 2.336
H 0.218 2.891 0.676
H -0.483 -1.807 0.125
H -1.824 -1.477 1.326
H -2.165 -1.923 -0.244
H -0.993 0.539 -2.087
```

Values from the calculation:
HOMO-LUMO gap: 9.2928 eV
HOMO: -8.258 eV

***

Version 2
DFT (ωB97M-V/def2-TZVPD) results for a 2-piece molecular cluster, C5H9N3 overall.

Geometry as XYZ:
```
17
Properties=species:S:1:pos:R:3
C 0.464 -1.145 -0.623
C -0.901 -1.328 -0.656
C 0.467 1.787 -0.533
C -0.103 0.809 0.466
N 1.280 -1.808 0.293
N 0.424 0.614 1.620
C -1.610 0.693 0.288
N -2.736 0.926 0.420
H 0.977 -0.866 -1.536
H 2.183 -1.366 0.409
H 0.849 -1.898 1.204
H -0.250 0.523 2.379
H -1.451 -1.174 -1.569
H -1.403 -1.844 0.148
H 1.550 1.805 -0.424
H 0.194 1.489 -1.545
H 0.065 2.782 -0.340
```

Values from the calculation:
HOMO-LUMO gap: 9.0841 eV
HOMO: -8.633 eV

***

Version 3
DFT (ωB97M-V/def2-TZVPD) results for a single C5H9N3 molecule.

Geometry as XYZ:
```
17
Properties=species:S:1:pos:R:3
C 1.112 0.518 -0.040
C 0.727 0.322 -1.469
C -2.064 -0.879 -0.382
C -1.255 -0.280 0.980
C -0.374 0.681 0.339
H 2.811 -0.680 0.595
H 1.654 -0.431 1.880
H 1.693 1.334 0.028
H 1.324 0.928 -1.899
H 1.160 -0.607 -1.845
H -2.808 -1.600 -0.392
H -1.907 0.375 1.469
H -0.790 -1.120 1.663
H -0.664 1.695 0.800
N 1.620 -0.752 0.774
N -0.597 0.699 -1.112
N -1.642 -0.202 -1.391
```

Values from the calculation:
HOMO-LUMO gap: 9.2973 eV
HOMO: -8.488 eV

***

Version 4
DFT (ωB97M-V/def2-TZVPD) results for a single C5H9N3 molecule.

Geometry as XYZ:
```
17
Properties=species:S:1:pos:R:3
C -0.126 0.208 -0.087
C 1.707 0.019 -0.003
N -0.511 1.469 0.176
N 2.145 -0.949 0.872
C -2.117 -0.677 -0.642
C 2.445 0.901 -0.677
C -2.944 -0.861 0.378
N -0.391 -0.927 -0.497
H -1.494 1.652 0.311
H 0.199 2.120 0.480
H 1.496 -1.729 0.925
H 3.106 -1.245 0.734
H -2.450 -0.652 -1.677
H 1.999 1.619 -1.354
H 3.529 0.932 -0.573
H -2.579 -0.895 1.402
H -4.015 -0.987 0.231
```

Values from the calculation:
HOMO-LUMO gap: 9.1112 eV
HOMO: -8.092 eV

***

Most stable structure: version 2

***

Version 1
DFT (ωB97M-V/def2-TZVPD) results for C17H21N4O2PS3W as an isolated structure.

Geometry as XYZ:
```
49
Properties=species:S:1:pos:R:3
W 0.118 -0.263 0.473
N 3.228 2.453 -0.829
C 2.082 1.824 -0.583
S 2.101 0.047 -0.760
N 1.008 2.468 -0.266
N -0.066 1.724 0.045
C -1.274 2.270 -0.025
C -1.536 3.669 -0.356
C -0.770 4.702 0.192
C -1.062 6.019 -0.110
C -2.109 6.330 -0.967
C -2.853 5.309 -1.540
C -2.571 3.991 -1.243
C -2.342 1.311 0.178
C -3.700 1.623 0.307
C -4.625 0.607 0.456
C -4.182 -0.714 0.466
C -2.830 -0.957 0.353
N -1.921 0.016 0.238
H 4.020 1.933 -1.164
H 3.278 3.454 -0.763
H 0.035 4.470 0.872
H -0.473 6.810 0.326
H -2.336 7.360 -1.194
H -3.655 5.540 -2.223
H -3.116 3.200 -1.735
H -4.018 2.653 0.302
H -5.676 0.829 0.550
H -4.870 -1.536 0.572
H -2.447 -1.971 0.345
C -1.419 -5.161 3.205
C -1.031 -3.808 3.763
O 0.306 -3.435 3.374
P 0.553 -2.277 2.325
S -0.299 -0.532 2.955
S 0.021 -2.798 0.428
O 2.118 -2.066 2.375
C 2.993 -3.199 2.112
C 4.310 -2.676 1.584
H -2.450 -5.360 3.479
H -0.791 -5.944 3.616
H -1.334 -5.167 2.123
H -1.023 -3.824 4.855
H -1.728 -3.033 3.423
H 2.510 -3.853 1.377
H 3.121 -3.745 3.050
H 4.153 -2.117 0.664
H 4.968 -3.514 1.374
H 4.785 -2.028 2.316
```

Values from the calculation:
Total charge: +1
HOMO-LUMO gap (alpha / beta): 5.8478 / 5.6636 eV
Spin multiplicity: 2
HOMO (alpha / beta): -10.295 / -10.082 eV

***

Version 2
DFT (ωB97M-V/def2-TZVPD) results for C17H21N4O2PS3W as an isolated structure.

Geometry as XYZ:
```
49
Properties=species:S:1:pos:R:3
W -0.433 -0.588 0.916
N 2.214 0.124 4.392
C 1.606 -0.023 3.218
S -0.152 0.186 3.183
N 2.278 -0.259 2.135
N 1.585 -0.419 0.998
C 2.295 -0.386 -0.160
C 3.725 -0.104 -0.235
C 4.672 -0.754 0.565
C 6.015 -0.459 0.425
C 6.441 0.506 -0.476
C 5.506 1.169 -1.258
C 4.167 0.861 -1.152
C 1.487 -0.554 -1.319
C 1.988 -0.738 -2.622
C 1.116 -0.960 -3.657
C -0.261 -0.990 -3.397
C -0.697 -0.814 -2.105
N 0.136 -0.606 -1.072
H 1.667 0.335 5.210
H 3.215 0.060 4.449
H 4.354 -1.513 1.262
H 6.744 -0.992 1.017
H 7.489 0.748 -0.559
H 5.824 1.929 -1.953
H 3.445 1.402 -1.744
H 3.054 -0.731 -2.780
H 1.484 -1.122 -4.656
H -0.967 -1.170 -4.191
H -1.756 -0.841 -1.865
C -4.836 3.398 0.555
C -4.738 1.930 0.190
O -4.275 1.164 1.317
P -2.883 0.427 1.477
S -0.650 -2.789 1.307
S -1.502 1.639 0.473
O -2.840 -0.726 0.227
C -3.678 -1.900 0.236
C -5.142 -1.568 0.010
H -5.280 3.939 -0.278
H -3.844 3.797 0.756
H -5.452 3.531 1.442
H -4.060 1.789 -0.658
H -5.718 1.519 -0.060
H -3.531 -2.446 1.175
H -3.292 -2.509 -0.588
H -5.566 -1.052 0.868
H -5.696 -2.491 -0.141
H -5.259 -0.950 -0.878
```

Values from the calculation:
Total charge: +1
HOMO-LUMO gap (alpha / beta): 5.7787 / 5.8058 eV
Spin multiplicity: 2
HOMO (alpha / beta): -11.050 / -11.086 eV

***

Most stable structure: version 1

***

Version 1
DFT (ωB97M-V/def2-TZVPD) results for a single C2H4N2OS2 molecule.

Geometry as XYZ:
```
11
Properties=species:S:1:pos:R:3
C -0.039 -0.325 0.305
C -2.103 0.484 -0.725
H 2.244 0.850 -0.664
H -1.045 -2.244 0.368
H -2.487 0.687 0.354
H -2.813 0.882 -1.499
N 0.948 -0.670 0.929
N -1.224 -1.197 0.417
O -2.038 -1.011 -0.730
S 2.516 0.239 0.817
S -0.317 1.012 -0.793
```

Values from the calculation:
HOMO-LUMO gap: 9.0166 eV
HOMO: -8.758 eV

***

Version 2
DFT (ωB97M-V/def2-TZVPD) results for a single C2H4N2OS2 molecule.

Geometry as XYZ:
```
11
Properties=species:S:1:pos:R:3
C 1.135 -0.230 0.056
C 0.283 1.021 -0.244
H 2.473 1.161 0.553
H 2.893 -0.484 1.124
H -1.517 1.762 -0.687
H -1.988 0.081 1.584
N 2.249 0.193 0.679
N -1.088 0.941 -0.282
O 0.864 2.066 -0.339
S 0.617 -1.748 -0.361
S -2.205 -0.235 0.267
```

Values from the calculation:
HOMO-LUMO gap: 8.1841 eV
HOMO: -8.333 eV

***

Version 3
DFT (ωB97M-V/def2-TZVPD) results for a single C2H4N2OS2 molecule.

Geometry as XYZ:
```
11
Properties=species:S:1:pos:R:3
C 0.401 -0.618 0.906
C -0.897 0.280 -1.310
H 1.912 -1.582 3.133
H 1.122 0.652 2.309
H -0.247 -2.233 1.583
H -1.416 -0.604 -0.928
N 1.255 -0.289 1.967
N -0.299 -1.658 0.764
O 1.073 -1.141 3.058
S 0.509 0.654 -0.356
S -1.364 1.131 -2.598
```

Values from the calculation:
HOMO-LUMO gap: 8.5249 eV
HOMO: -8.827 eV

***

Most stable structure: version 2

***

Version 1
DFT (ωB97M-V/def2-TZVPD) results for C2H4N2OS2 as an isolated structure.

Geometry as XYZ:
```
11
Properties=species:S:1:pos:R:3
C 1.111 -0.155 0.152
C -2.271 -0.534 0.455
H 1.854 1.272 -1.303
H 2.856 0.860 0.414
H -0.718 0.753 -0.938
H -2.931 -1.218 1.174
N 2.008 0.838 -0.174
N -0.022 -0.386 -0.845
O 1.400 -0.945 1.122
S -1.134 -1.539 -0.298
S -2.153 1.054 0.242
```

Values from the calculation:
HOMO-LUMO gap: 8.6887 eV
HOMO: -9.296 eV

***

Version 2
DFT (ωB97M-V/def2-TZVPD) results for a single C2H4N2OS2 molecule.

Geometry as XYZ:
```
11
Properties=species:S:1:pos:R:3
C -1.056 1.278 -0.934
C 0.841 -0.538 1.135
H 0.828 1.112 -3.193
H -1.752 1.971 -1.403
H -0.761 -1.512 0.351
H 1.083 0.503 1.359
N -0.138 0.760 -1.638
N -0.463 -0.656 0.789
O 0.005 1.467 -2.811
S -1.481 0.664 0.675
S 1.860 -1.850 1.207
```

Values from the calculation:
HOMO-LUMO gap: 9.0909 eV
HOMO: -8.762 eV

***

Version 3
DFT (ωB97M-V/def2-TZVPD) results for a 2-piece molecular cluster, C2H4N2OS2 overall.

Geometry as XYZ:
```
11
Properties=species:S:1:pos:R:3
C 0.020 1.188 -0.435
C -0.439 -2.296 0.116
H 1.420 1.852 2.510
H -0.455 1.972 -0.838
H -0.874 -0.059 -1.946
H -1.834 -2.027 -0.326
N 0.696 1.193 0.681
N -0.059 0.102 -1.293
O 0.272 -3.152 0.824
S 0.701 2.612 1.703
S 0.553 -1.386 -0.996
```

Values from the calculation:
HOMO-LUMO gap: 8.6316 eV
HOMO: -8.770 eV

***

Version 4
DFT (ωB97M-V/def2-TZVPD) results for a single C2H4N2OS2 molecule.

Geometry as XYZ:
```
11
Properties=species:S:1:pos:R:3
C 0.214 -0.101 -0.865
C -1.234 -0.651 2.033
H 3.170 1.250 -1.710
H 0.267 -1.189 -0.949
H -1.002 1.400 -0.375
H -1.788 -1.252 2.760
N 1.097 0.723 -1.210
N -1.012 0.387 -0.489
O -0.220 -0.076 2.228
S 2.580 0.066 -1.859
S -2.071 -0.555 0.436
```

Values from the calculation:
HOMO-LUMO gap: 9.1069 eV
HOMO: -8.478 eV

***

Most stable structure: version 4